No. 1
ORCA calculation (the ωB97M-V functional and the def2-TZVPD basis) on C4H7NO2 in the gas phase at a distorted geometry.

```
14
Properties=species:S:1:pos:R:3:forces:R:3
C 1.175 1.075 0.467 -1.1 1.3 0.2
C 1.249 -0.196 -0.307 0.1 -1.2 0.6
O 2.303 -0.549 -0.792 0.0 0.0 -0.6
N 0.144 -1.036 -0.391 0.2 -2.2 0.0
C -1.165 -1.055 0.396 2.5 2.3 -4.7
C -1.545 0.319 -0.481 -1.2 0.6 5.1
O -2.067 1.158 0.199 -0.7 1.1 -0.9
H 0.186 1.269 0.899 0.5 -0.4 0.5
H 1.993 1.154 1.194 -0.4 -0.2 -0.2
H 1.233 1.951 -0.197 0.5 -0.4 -0.2
H 0.249 -1.798 -1.046 0.6 0.1 0.1
H -1.921 -1.753 0.058 0.7 -0.8 0.0
H -0.790 -1.180 1.412 -1.4 1.1 0.3
H -1.044 0.642 -1.412 -0.3 -1.2 -0.3
```
Positions in Å, forces in eV/Å.

Summary:
DFT total energy = -9844.160 eV
Total charge = 0

Atom charges from the natural (NBO) analysis, given in e for atoms 1 to 4: atom 1 (C): -0.742, atom 2 (C): 0.661, atom 3 (O): -0.602, atom 4 (N): -0.649



No. 2
ORCA calculation (the ωB97M-V functional and the def2-TZVPD basis) on a molecular structure, C30H26BrN5O5Ta at a distorted geometry.

```
68
Properties=species:S:1:pos:R:3:forces:R:3
Ta 0.137 -1.855 0.544 -0.8 2.8 0.4
C -2.281 -4.596 -0.237 -0.6 0.1 1.0
C -1.698 -3.355 -0.857 -1.0 0.6 0.4
C -1.317 -3.410 -2.177 1.5 0.0 -1.1
C -1.180 -2.270 -3.020 -0.5 0.7 0.0
C -0.929 -2.154 -4.524 -0.3 -1.2 0.4
C -1.519 -1.059 -2.431 -0.5 0.9 1.0
C -1.962 -0.865 -1.115 0.2 -1.1 0.6
C -2.524 0.441 -0.600 -0.8 0.0 -0.6
C -1.925 -2.046 -0.231 0.0 0.0 -2.6
H -3.218 -4.829 -0.783 0.5 0.1 0.1
H -2.628 -4.384 0.790 0.3 -0.2 -0.3
H -1.663 -5.496 -0.241 0.1 0.2 -0.1
H -1.092 -4.385 -2.584 -0.3 -0.2 -0.2
H -1.135 -3.061 -5.094 -0.1 -0.1 0.3
H 0.082 -1.886 -4.777 0.7 0.1 0.3
H -1.539 -1.367 -4.943 -0.3 0.2 0.1
H -1.486 -0.183 -3.042 -0.1 0.4 -0.4
H -3.050 0.992 -1.418 0.7 -0.4 0.5
H -1.802 1.109 -0.141 0.3 0.1 -0.1
H -3.299 0.264 0.153 0.2 -0.2 0.0
H -2.383 -2.005 0.730 -0.8 0.0 0.8
C 3.518 -3.133 -1.160 -0.1 -0.5 0.6
C 2.693 -3.720 -0.047 -0.7 -0.6 0.2
N 1.603 -3.191 0.569 1.4 -1.0 0.6
C 1.086 -4.164 1.511 0.1 0.5 0.2
C 1.761 -5.314 1.256 0.1 0.2 1.7
N 2.801 -4.978 0.431 -0.3 0.0 -1.3
C 1.538 -6.795 1.492 0.2 -1.6 0.2
O 1.216 -7.471 2.609 0.2 1.3 -1.3
O 1.726 -7.390 0.465 0.0 0.1 0.1
C 0.495 -3.547 2.792 -0.5 1.2 -2.7
O 0.719 -3.891 3.874 -0.4 -0.3 1.0
O -0.198 -2.303 2.406 1.2 -1.8 0.0
H 3.124 -3.503 -2.112 -0.1 0.1 0.0
H 4.541 -3.534 -1.089 -0.3 0.4 0.1
H 3.494 -2.039 -1.143 0.1 -0.3 0.1
H 3.381 -5.725 0.054 0.2 0.2 -0.2
H 0.977 -6.938 3.371 0.1 0.4 0.4
Br -1.973 10.519 1.235 -0.3 1.0 0.1
C -1.111 8.903 0.964 -1.3 1.6 0.1
C -0.681 8.647 -0.304 1.1 -2.3 -1.7
C -0.124 7.348 -0.531 0.3 2.0 -0.8
C -0.003 6.506 0.563 -0.7 -0.9 -0.8
C -0.555 6.806 1.795 0.3 1.1 1.6
C -1.109 8.054 2.030 0.6 -1.5 0.5
N 0.386 5.178 0.536 0.4 0.0 0.9
N 1.072 4.678 -0.368 0.4 0.2 -0.1
C 1.301 3.305 -0.119 -0.2 0.8 0.4
C 2.223 2.717 -0.936 -0.2 -0.8 -1.3
C 2.094 1.351 -1.276 1.1 0.1 -0.1
C 1.366 0.584 -0.442 -1.1 -0.2 -0.2
O 0.906 -0.700 -0.726 1.1 -0.2 1.1
C 0.750 1.104 0.720 0.9 1.0 -1.9
N 0.198 0.153 1.470 -0.6 -1.4 0.3
C -0.475 0.564 2.545 -0.4 0.7 0.5
C -0.748 1.899 2.773 0.2 0.1 -1.3
C -0.318 2.900 1.869 0.1 -1.5 1.0
C 0.591 2.519 0.867 0.0 -1.0 -0.3
H -0.850 9.387 -1.103 0.3 -0.6 0.5
H 0.280 7.039 -1.512 -0.4 0.3 0.6
H -0.324 6.135 2.619 -0.5 -0.1 -0.1
H -1.519 8.382 2.978 0.1 -0.2 -0.1
H 2.885 3.304 -1.549 -0.2 0.4 -0.1
H 2.594 0.932 -2.160 -0.2 0.3 0.4
H -0.849 -0.167 3.218 -0.2 -0.6 0.4
H -1.422 2.089 3.574 -0.2 0.5 0.6
H -0.651 3.905 1.988 0.0 0.4 0.0
```
Positions in Å, forces in eV/Å.

Summary:
DFT total energy = -120786.614 eV
Total charge = +3

Atom charges from the natural (NBO) analysis, given in e for atoms 1 to 4: atom 1 (Ta): 2.521, atom 2 (C): -0.666, atom 3 (C): 0.014, atom 4 (C): -0.190



No. 3
ORCA calculation (the ωB97M-V functional and the def2-TZVPD basis) on a molecular structure, C17H27AuN7O2Si.

```
55
Properties=species:S:1:pos:R:3:forces:R:3
Au -0.465 -0.018 0.469 0.2 0.2 -0.5
N 1.891 0.122 0.373 0.2 0.0 -0.1
N 2.313 1.432 0.155 0.0 0.0 0.0
C 1.455 2.478 0.273 -0.2 -0.1 0.0
N 1.970 3.687 0.108 -0.1 0.0 0.0
N 0.195 2.146 0.544 -0.2 0.2 -0.1
N -0.755 3.118 0.859 0.3 0.1 0.7
O -0.488 4.307 0.804 0.2 -0.1 -0.4
O -1.794 2.670 1.269 -0.1 -0.1 -0.2
H 2.358 -0.277 1.181 0.0 0.0 0.0
H 2.049 -0.446 -0.451 0.1 0.0 -0.1
H 3.276 1.600 -0.085 0.1 0.0 0.0
H 2.953 3.811 -0.066 0.0 0.1 0.0
H 1.355 4.481 0.208 -0.1 0.1 0.0
C -3.428 0.842 -0.522 0.1 -0.1 -0.1
N -2.451 -0.225 -0.340 -0.3 -0.1 0.1
C -2.709 -1.437 -0.705 0.0 0.0 0.0
C -1.702 -2.430 -0.622 0.0 0.0 0.0
C -1.692 -3.814 -0.776 0.0 0.0 0.0
C -0.399 -4.234 -0.445 0.0 0.0 0.0
C 0.324 -3.093 -0.105 0.0 0.0 0.0
N -0.452 -2.003 -0.241 -0.1 -0.1 0.1
C -2.959 1.838 -1.560 0.0 0.0 0.0
C -2.313 1.407 -2.715 0.0 0.0 0.0
C -1.901 2.321 -3.674 0.0 0.0 0.0
C -2.130 3.677 -3.487 0.0 0.0 0.0
C -2.777 4.113 -2.339 0.0 0.0 0.0
C -3.187 3.198 -1.380 0.0 0.0 0.0
H -3.595 1.344 0.429 0.0 0.0 0.0
H -4.372 0.381 -0.828 0.0 0.1 0.0
H -3.700 -1.680 -1.085 0.0 0.0 0.0
H -2.519 -4.431 -1.090 0.0 0.0 0.0
H -0.017 -5.241 -0.468 0.0 0.0 0.0
H 1.359 -3.026 0.200 0.0 0.0 0.0
H -2.130 0.350 -2.873 0.0 0.0 0.0
H -1.407 1.972 -4.572 0.0 0.0 0.0
H -1.812 4.390 -4.237 0.0 0.0 0.0
H -2.964 5.168 -2.189 0.0 0.0 0.0
H -3.686 3.545 -0.483 0.0 0.0 0.0
C -0.147 1.852 4.017 0.0 0.0 0.0
Si 0.054 -0.004 3.976 -0.1 0.0 -0.1
C 1.873 -0.415 3.739 0.1 0.0 0.0
C -0.581 -0.744 5.571 0.0 0.0 0.0
C -0.913 -0.848 2.606 0.0 -0.1 0.5
H 0.233 2.240 4.966 0.0 0.0 0.0
H -1.191 2.156 3.931 0.0 0.0 0.0
H 0.420 2.337 3.220 0.0 0.0 0.0
H 2.438 -0.240 4.657 0.0 0.0 0.0
H 2.326 0.227 2.977 0.0 0.1 0.1
H 2.023 -1.461 3.458 0.0 0.0 0.0
H 0.006 -0.386 6.421 0.0 0.0 0.0
H -0.528 -1.834 5.560 0.0 0.0 0.0
H -1.621 -0.459 5.740 0.0 0.0 0.0
H -2.000 -0.769 2.621 0.0 0.1 -0.1
H -0.618 -1.884 2.434 0.0 0.0 -0.1
```
Positions in Å, forces in eV/Å.

Summary:
DFT total energy = -44151.712 eV
Multiplicity = 3
Total charge = +1

Atom charges from the natural (NBO) analysis, given in e for atoms 1 to 4: atom 1 (Au): 1.268, atom 2 (N): -0.646, atom 3 (N): -0.431, atom 4 (C): 0.638



No. 4
ORCA calculation (the ωB97M-V functional and the def2-TZVPD basis) on a molecular structure, C28H76O12Zr at a distorted geometry.

```
117
Properties=species:S:1:pos:R:3:forces:R:3
Zr -1.389 3.658 -0.480 4.2 -2.3 2.6
C 1.781 3.092 1.801 -0.1 -0.4 -0.3
C 1.540 4.463 1.179 0.0 0.6 1.0
C 2.743 4.979 0.422 0.5 0.3 -0.7
O 0.354 4.499 0.448 -2.6 -1.3 -2.0
H 2.085 2.375 1.033 0.0 0.0 -0.1
H 0.857 2.717 2.244 0.0 0.0 0.0
H 2.556 3.077 2.570 0.0 0.3 0.0
H 1.402 5.187 1.998 0.0 -0.2 0.2
H 3.635 5.073 1.048 -0.2 -0.3 0.3
H 2.581 5.990 0.038 -0.3 -0.1 0.0
H 3.025 4.356 -0.432 -0.2 -0.1 0.1
C 0.462 -0.301 -0.302 0.4 0.3 -0.3
C -0.977 0.209 -0.233 0.0 -1.1 -0.8
C -1.779 -0.483 0.852 -0.9 0.3 1.0
O -1.019 1.585 -0.117 -0.8 3.5 -0.3
H 1.109 0.311 0.329 -0.1 -0.3 0.4
H 0.927 -0.189 -1.286 -0.4 0.1 -0.2
H 0.542 -1.365 -0.073 0.0 0.1 0.3
H -1.465 -0.099 -1.175 0.0 0.1 -0.1
H -2.806 -0.095 0.881 0.1 0.3 -0.1
H -1.386 -0.280 1.852 0.2 0.0 0.0
H -1.953 -1.558 0.774 0.7 0.0 -0.4
C 1.638 2.860 -2.739 0.9 0.0 -0.8
C 0.318 3.152 -3.426 0.1 -0.9 0.3
C -0.240 1.886 -4.093 -0.6 0.7 0.1
O -0.597 3.653 -2.504 -1.7 0.6 2.5
H 2.066 3.776 -2.332 -0.2 -0.1 0.3
H 2.372 2.510 -3.478 -0.1 0.1 -0.1
H 1.600 2.052 -2.008 -0.4 0.3 0.3
H 0.498 3.868 -4.235 -0.1 0.3 0.1
H -1.212 2.141 -4.529 0.1 0.0 -0.1
H -0.446 1.107 -3.355 0.4 0.0 0.0
H 0.404 1.551 -4.905 0.1 -0.2 0.1
C -3.435 2.343 2.809 0.0 0.3 -0.1
C -3.363 3.817 2.418 -0.5 0.2 0.5
C -2.777 4.660 3.548 0.2 0.2 0.1
O -2.680 4.022 1.231 1.8 -0.4 -2.8
H -4.113 2.256 3.659 0.1 -0.2 0.1
H -2.453 1.946 3.069 0.0 0.0 0.0
H -3.846 1.776 1.972 0.0 -0.1 0.1
H -4.409 4.139 2.294 0.0 0.1 -0.1
H -1.747 4.352 3.741 0.0 0.0 0.0
H -3.349 4.586 4.477 0.0 -0.3 0.0
H -2.765 5.729 3.323 0.0 -0.1 -0.3
C 3.783 -0.500 -0.870 0.4 0.1 -0.4
C 4.860 -1.103 -1.748 -0.4 -0.7 0.1
O 5.621 -0.070 -2.353 0.0 0.0 0.0
H 3.164 0.109 -1.528 -0.2 0.1 0.3
H 4.209 0.114 -0.076 -0.1 0.1 -0.1
H 3.189 -1.299 -0.427 -0.1 0.0 0.0
H 4.351 -1.720 -2.502 0.1 0.1 -0.1
H 5.481 -1.810 -1.185 0.2 0.2 0.1
H 6.230 -0.484 -2.971 0.0 0.1 0.0
C -4.012 1.234 -2.572 0.2 -0.5 0.1
C -4.124 2.163 -1.376 -0.8 -0.7 -0.2
O -3.282 3.318 -1.555 -0.7 0.2 -0.2
H -2.982 0.972 -2.822 0.1 0.4 0.1
H -4.501 1.655 -3.450 0.1 0.0 0.0
H -4.468 0.264 -2.357 -0.3 0.2 0.1
H -3.887 1.680 -0.431 0.6 0.2 -0.1
H -5.164 2.482 -1.264 0.1 0.3 0.0
H -3.652 3.871 -2.254 0.3 -0.1 -0.1
C 0.377 0.374 4.328 -0.4 -0.1 0.1
C 0.530 1.765 4.911 0.5 0.0 0.2
O 0.438 1.655 6.328 -0.3 -0.4 0.2
H 0.895 -0.356 4.951 0.1 0.1 0.0
H 0.750 0.308 3.308 0.0 0.1 0.0
H -0.678 0.090 4.319 0.0 0.0 0.0
H -0.240 2.433 4.517 0.0 0.1 0.0
H 1.511 2.187 4.672 0.0 0.0 -0.2
H 0.691 2.473 6.760 0.0 0.2 -0.2
C 1.078 -5.070 -1.262 0.7 -0.4 0.8
C 1.382 -4.067 -2.349 -0.8 0.0 -0.3
O 2.773 -3.964 -2.619 -0.1 -0.1 0.2
H 1.596 -4.873 -0.319 0.1 0.5 -0.2
H 1.429 -6.077 -1.502 -0.2 0.0 -0.4
H 0.024 -5.114 -0.993 -0.1 0.1 -0.4
H 0.954 -3.086 -2.107 0.2 0.1 0.3
H 0.841 -4.373 -3.254 0.1 -0.1 -0.1
H 2.862 -3.596 -3.502 0.1 0.0 0.0
C 3.639 -0.022 2.751 0.1 0.6 -0.1
C 4.223 -1.381 2.401 -0.6 0.0 0.4
O 5.240 -1.758 3.315 0.0 -0.2 0.1
H 3.275 0.053 3.781 0.3 -0.4 0.1
H 2.747 0.234 2.174 0.3 -0.1 -0.4
H 4.397 0.754 2.632 -0.1 0.1 -0.1
H 4.701 -1.435 1.425 -0.1 0.3 0.0
H 3.372 -2.077 2.373 0.3 -0.4 0.1
H 4.897 -1.686 4.212 0.0 0.0 0.0
C -0.015 -3.839 1.728 0.4 -0.7 0.1
C -1.011 -3.532 2.832 -0.1 0.6 -0.3
O -1.093 -4.502 3.861 0.2 -0.1 -0.2
H 0.996 -3.933 2.133 0.0 0.2 0.1
H 0.003 -3.085 0.940 -0.1 0.1 0.1
H -0.189 -4.801 1.240 -0.3 0.0 0.1
H -2.008 -3.364 2.407 0.1 0.0 0.0
H -0.698 -2.592 3.291 -0.1 -0.1 0.2
H -1.425 -5.313 3.460 0.0 0.0 0.1
C -3.154 -4.007 0.008 -0.4 0.2 0.3
C -2.657 -3.508 -1.332 -0.4 0.2 0.1
O -2.585 -4.626 -2.195 0.3 0.0 -0.2
H -4.093 -4.553 -0.102 0.2 -0.3 -0.2
H -3.427 -3.212 0.709 0.4 0.2 -0.2
H -2.401 -4.634 0.486 -0.1 -0.1 -0.1
H -1.696 -2.990 -1.223 0.1 -0.2 0.1
H -3.344 -2.756 -1.742 -0.1 0.0 0.0
H -2.413 -4.326 -3.105 0.0 0.1 0.2
C -1.122 -1.561 -3.843 0.9 -0.2 0.3
C -1.267 -2.371 -5.103 0.2 0.3 0.0
O -2.116 -3.487 -4.835 0.1 -0.1 -0.3
H -0.246 -0.910 -3.902 -0.4 0.3 -0.3
H -0.824 -2.222 -3.025 -0.5 -0.1 0.0
H -2.013 -0.992 -3.589 0.0 0.0 0.1
H -0.273 -2.703 -5.421 -0.1 -0.1 0.0
H -1.682 -1.755 -5.907 -0.1 -0.1 0.0
H -2.056 -4.083 -5.589 -0.2 0.0 0.1
```
Positions in Å, forces in eV/Å.

Summary:
DFT total energy = -56119.948 eV
Total charge = 0

Atom charges from the Mulliken analysis, given in e for atoms 1 to 4: atom 1 (Zr): 1.681, atom 2 (C): -0.138, atom 3 (C): 0.490, atom 4 (C): -1.377



No. 5
ORCA calculation (the ωB97M-V functional and the def2-TZVPD basis) on a molecular structure, BrH14O7 at a distorted geometry.

```
22
Properties=species:S:1:pos:R:3:forces:R:3
Br -0.073 -0.002 -0.209 -1.9 -3.1 -8.0
O 1.512 0.691 1.575 3.1 1.7 2.9
H 2.085 -0.067 1.461 0.1 -0.2 0.1
H 0.798 0.548 0.955 1.6 1.0 1.8
O 1.583 0.750 -2.221 1.4 0.2 -1.6
H 0.965 1.053 -1.556 0.4 0.5 -0.8
H 1.615 -0.199 -2.104 0.0 0.1 0.0
O 0.304 -2.404 -1.623 0.7 -1.5 -1.1
H 1.119 -2.107 -2.025 0.2 -0.1 -0.1
H -0.028 -1.637 -1.157 0.0 -0.6 -0.3
O -0.294 -1.251 2.007 -0.6 -2.1 2.8
H -0.001 -0.902 1.165 0.2 -1.6 1.4
H -0.338 -0.487 2.582 0.2 0.0 0.4
O 0.253 2.504 -0.437 0.3 3.5 -0.7
H 0.307 1.562 -0.277 0.2 1.9 0.4
H 0.941 2.880 0.112 0.2 0.2 0.2
O -1.374 1.299 1.623 -1.3 1.5 2.1
H -2.095 1.544 1.043 0.0 0.1 -0.1
H -0.986 0.528 1.212 -1.2 0.3 0.8
O -1.989 -1.787 -0.581 -2.0 -1.6 -0.1
H -2.803 -1.550 -1.026 -0.3 -0.1 -0.1
H -1.502 -0.965 -0.519 -1.1 -0.1 0.0
```
Positions in Å, forces in eV/Å.

Summary:
DFT total energy = -84598.202 eV
Total charge = -1

Atom charges from the natural (NBO) analysis, given in e for atoms 1 to 4: atom 1 (Br): -0.301, atom 2 (O): -0.962, atom 3 (H): 0.455, atom 4 (H): 0.357